Arrangement one

This record from the OMol25 dataset describes a 2-piece molecular cluster, C3H5FOS overall. The level of theory is ωB97M-V/def2-TZVPD.

Bonds (Å) are listed after each position.
Positions of all 11 atoms, in Å:
1 H 0.428 1.234 1.786  C3 1.159
2 H 1.830 -1.276 -1.982  no bonds
3 C -0.306 0.865 0.968  H1 1.159, C5 1.465, F7 1.370, H11 1.021
4 S 1.980 -0.180 -0.283  C5 1.795
5 C 0.269 -0.276 0.251  C3 1.465, S4 1.795, H8 1.169, C9 1.386
6 H -1.570 -1.172 -0.490  C9 1.217
7 F -0.514 1.977 0.194  C3 1.370
8 H 0.252 -1.069 1.110  C5 1.169
9 C -0.561 -0.575 -0.818  C5 1.386, H6 1.217, O10 1.350
10 O -0.590 -0.170 -2.105  C9 1.350
11 H -1.217 0.642 1.369  C3 1.021

The value obtained for the HOMO energy is -9.51 eV. As for the total charge: 0. For the LUMO energy, the calculation gives -1.2645 eV.

***

Arrangement two

This record from the OMol25 dataset describes a 2-piece molecular cluster, C3H5FOS overall. The level of theory is ωB97M-V/def2-TZVPD.

Bonds (Å) are listed after each position.
Positions of all 11 atoms, in Å:
1 H 0.476 2.923 -0.516  C9 1.135
2 H -0.552 -1.235 0.594  C3 0.999
3 C -0.333 -1.908 -0.110  H2 0.999, H7 1.048, H10 1.064
4 H 0.475 2.946 1.460  C9 1.111
5 F 1.447 0.479 1.538  C6 1.353
6 C 1.207 1.231 0.439  F5 1.353, C9 1.321, S11 1.780
7 H 0.662 -2.120 -0.365  C3 1.048
8 O 1.032 1.116 -2.178  S11 1.461
9 C 0.705 2.452 0.491  H1 1.135, H4 1.111, C6 1.321
10 H -1.091 -2.429 -0.644  C3 1.064
11 S 1.575 0.345 -1.061  C6 1.780, O8 1.461

The value obtained for the HOMO energy (alpha / beta) is -8.87 / -8.99 eV. As for the total charge: 0. For the LUMO energy (alpha / beta), the calculation gives -0.0752 / -1.3994 eV.

***

The calculated energies rank the structures as follows, beginning with the most stable: arrangement two, arrangement one.

***

Arrangement one

This record from the OMol25 dataset describes one molecule with the formula C5H10NO. The level of theory is ωB97M-V/def2-TZVPD.

Bonds (Å) are listed after each position.
Positions of all 17 atoms, in Å:
1 H -0.850 -1.127 2.229  C9 1.098
2 N 1.272 -0.050 -1.512  H3 1.030, C5 1.588, H7 1.016, H15 1.018
3 H 1.846 0.035 -2.363  N2 1.030
4 H -0.788 2.329 -0.197  C14 1.094
5 C 1.070 1.343 -0.777  N2 1.588, H6 1.073, C14 1.370
6 H 1.763 2.085 -1.127  C5 1.073
7 H 1.716 -0.814 -1.011  N2 1.016
8 O -1.746 -1.417 -0.602  C13 1.207
9 C -0.383 -0.835 1.278  H1 1.098, C10 1.548, C13 1.487, H17 1.091
10 C -0.746 0.652 1.047  C9 1.548, H11 1.106, H12 1.097, C14 1.545
11 H -0.633 1.191 2.005  C10 1.106
12 H -1.831 0.791 0.967  C10 1.097
13 C -0.950 -1.742 0.246  O8 1.207, C9 1.487, H16 1.111
14 C -0.073 1.516 -0.043  H4 1.094, C5 1.370, C10 1.545
15 H 0.312 -0.222 -1.805  N2 1.018
16 H -0.671 -2.817 0.212  C13 1.111
17 H 0.691 -0.918 1.454  C9 1.091

As for the expectation value of S²: 0.756. The value obtained for the HOMO energy (alpha / beta) is -4.70 / -7.39 eV. As for the total charge: 0. The spin multiplicity is 2. For the LUMO energy (alpha / beta), the calculation gives 0.6072 / 0.2819 eV.

***

Arrangement two

This record from the OMol25 dataset describes one molecule with the formula C5H10NO. The level of theory is ωB97M-V/def2-TZVPD.

Bonds (Å) are listed after each position.
Positions of all 17 atoms, in Å:
1 H 2.114 -0.004 0.635  C9 1.096
2 H 0.700 2.501 1.274  C13 1.083
3 H 0.385 -1.418 -0.306  C17 1.099
4 H -1.338 -1.553 0.231  C17 1.097
5 C -1.030 -0.460 -2.195  H7 1.116, O8 1.293, H11 1.108, N14 1.576
6 C 0.097 -0.311 1.447  C9 1.498, H10 1.104, H16 1.101, C17 1.530
7 H -0.406 -1.378 -2.083  C5 1.116
8 O -2.245 -0.723 -2.548  C5 1.293
9 C 1.276 0.540 1.086  H1 1.096, C6 1.498, C13 1.334
10 H 0.570 -0.922 2.235  C6 1.104
11 H -0.330 0.134 -2.816  C5 1.108
12 H 2.576 2.093 1.045  C13 1.078
13 C 1.552 1.833 1.258  H2 1.083, C9 1.334, H12 1.078
14 N -0.845 0.197 -0.774  C5 1.576, H15 1.023, C17 1.477
15 H -1.855 0.332 -0.689  N14 1.023
16 H -0.757 0.032 2.052  C6 1.101
17 C -0.466 -0.892 0.148  H3 1.099, H4 1.097, C6 1.530, N14 1.477

As for the expectation value of S²: 0.756. The value obtained for the HOMO energy (alpha / beta) is -9.32 / -9.32 eV. As for the total charge: 0. The spin multiplicity is 2. For the LUMO energy (alpha / beta), the calculation gives 1.0165 / -2.0674 eV.

***

The calculated energies rank the structures as follows, beginning with the most stable: arrangement two, arrangement one.

***

Arrangement one

This record from the OMol25 dataset describes a 2-piece molecular cluster, CH9N4 overall. The level of theory is ωB97M-V/def2-TZVPD.

Bonds (Å) are listed after each position.
Positions of all 14 atoms, in Å:
1 H -0.404 2.353 -1.972  N13 1.016
2 H 0.496 0.001 -1.813  N14 1.004
3 C -0.306 1.105 -0.322  N10 1.335, N13 1.330, N14 1.332
4 H -0.359 1.856 1.492  N10 0.995
5 H 1.383 -2.829 0.095  N12 1.041
6 H 0.975 -2.656 1.660  N12 1.048
7 H -0.734 0.174 1.349  N10 1.003
8 H -0.153 -3.124 0.639  N12 1.035
9 H -0.780 3.088 -0.558  N13 1.017
10 N -0.701 1.094 0.953  C3 1.335, H4 0.995, H7 1.003
11 H 0.257 -0.855 -0.334  N14 1.033
12 N 0.625 -2.444 0.696  H5 1.041, H6 1.048, H8 1.035
13 N -0.332 2.270 -0.962  H1 1.016, C3 1.330, H9 1.017
14 N 0.034 -0.035 -0.922  H2 1.004, C3 1.332, H11 1.033

The value obtained for the HOMO energy is -15.10 eV. As for the total charge: +1. For the LUMO energy, the calculation gives -2.9638 eV.

***

Arrangement two

This record from the OMol25 dataset describes a 2-piece molecular cluster, CH9N4 overall. The level of theory is ωB97M-V/def2-TZVPD.

Bonds (Å) are listed after each position.
Positions of all 14 atoms, in Å:
1 H 1.363 -1.723 -0.556  N7 1.024
2 N -2.512 -0.374 0.212  H4 1.030, H8 1.016, C12 1.487
3 H 1.703 0.928 0.253  N10 1.064
4 H -3.167 0.418 0.146  N2 1.030
5 H 2.819 -0.018 1.195  N10 0.988
6 H -0.384 -0.321 -1.632  N14 1.024
7 N 0.631 -1.202 -0.065  H1 1.024, N14 1.237
8 H -2.624 -0.758 1.146  N2 1.016
9 H 2.961 0.275 -0.575  N10 1.066
10 N 2.395 0.122 0.315  H3 1.064, H5 0.988, H9 1.066
11 H -0.655 0.228 1.085  C12 1.081
12 C -1.172 0.265 0.136  N2 1.487, H11 1.081, H13 1.191, N14 1.458
13 H -1.218 1.329 -0.398  C12 1.191
14 N -0.168 -0.453 -0.639  H6 1.024, N7 1.237, C12 1.458

The value obtained for the HOMO energy is -14.68 eV. As for the total charge: +1. For the LUMO energy, the calculation gives -5.2816 eV.

***

The calculated energies rank the structures as follows, beginning with the most stable: arrangement one, arrangement two.

***

Arrangement one

This record from the OMol25 dataset describes one molecule with the formula CH2FIS. The level of theory is ωB97M-V/def2-TZVPD.

Bonds (Å) are listed after each position.
Positions of all 6 atoms, in Å:
1 I -1.661 -0.607 -3.185  S2 2.303
2 S 0.262 -1.176 -2.053  I1 2.303, C5 1.907
3 F -0.024 1.344 -1.113  C5 1.321
4 H 0.828 -0.055 -0.051  C5 1.037
5 C 0.004 0.102 -0.662  S2 1.907, F3 1.321, H4 1.037, H6 1.132
6 H -0.937 -0.024 -0.045  C5 1.132

The value obtained for the HOMO energy is -8.91 eV. As for the total charge: 0. As for the SMILES: FCSI. For the LUMO energy, the calculation gives -0.3313 eV.

***

Arrangement two

This record from the OMol25 dataset describes one molecule with the formula CH2FIS. The level of theory is ωB97M-V/def2-TZVPD.

Bonds (Å) are listed after each position.
Positions of all 6 atoms, in Å:
1 S 0.475 -0.512 -1.242  C3 1.807, I5 2.381
2 F -0.920 0.875 0.419  C3 1.362
3 C 0.326 0.327 0.352  S1 1.807, F2 1.362, H4 1.216, H6 1.073
4 H 1.083 1.278 0.359  C3 1.216
5 I -1.602 -1.660 -1.046  S1 2.381
6 H 0.638 -0.308 1.158  C3 1.073

The value obtained for the HOMO energy is -8.98 eV. As for the total charge: 0. As for the SMILES: FCSI. For the LUMO energy, the calculation gives -0.6784 eV.

***

The calculated energies rank the structures as follows, beginning with the most stable: arrangement one, arrangement two.

***

Arrangement one

This record from the OMol25 dataset describes an isolated ion of composition C4H10NO3 and charge +1. The level of theory is ωB97M-V/def2-TZVPD.

Bonds (Å) are listed after each position.
Positions of all 18 atoms, in Å:
1 H 1.889 1.750 -0.234  C9 1.018
2 O 2.228 0.028 -1.147  C9 1.307, H13 0.948
3 H -1.100 1.906 0.765  N17 1.053
4 O -0.528 -2.033 -0.704  H7 0.933, C11 1.411
5 H 1.233 -1.611 0.941  C18 1.020
6 H -2.407 1.392 0.100  N17 1.014
7 H -0.345 -2.692 -0.070  O4 0.933
8 H -1.328 2.348 -0.873  N17 1.147
9 C 1.712 0.749 -0.186  H1 1.018, O2 1.307, O16 1.305
10 C -0.584 0.379 -0.738  C11 1.529, H12 1.039, N17 1.505
11 C -0.721 -0.891 0.103  O4 1.411, C10 1.529, H14 1.148, C18 1.701
12 H -0.919 0.184 -1.702  C10 1.039
13 H 1.752 -0.789 -1.214  O2 0.948
14 H -1.666 -0.907 0.754  C11 1.148
15 H 0.204 -0.824 2.188  C18 1.129
16 O 1.381 0.355 1.013  C9 1.305, C18 1.402
17 N -1.425 1.473 -0.138  H3 1.053, H6 1.014, H8 1.147, C10 1.505
18 C 0.624 -0.818 1.141  H5 1.020, C11 1.701, H15 1.129, O16 1.402

The value obtained for the HOMO energy is -12.79 eV. As for the total charge: +1. For the LUMO energy, the calculation gives -3.5724 eV.

***

Arrangement two

This record from the OMol25 dataset describes a 2-piece molecular cluster, C4H10NO3 overall. The level of theory is ωB97M-V/def2-TZVPD.

Bonds (Å) are listed after each position.
Positions of all 18 atoms, in Å:
1 O 1.284 -1.632 -2.430  H6 1.021, H8 1.037
2 H 2.446 1.575 1.193  C16 0.972
3 H 0.641 1.454 -0.956  C14 1.205
4 H -0.271 -0.828 2.241  C9 1.056
5 H 0.297 2.183 0.459  C14 1.091
6 H 1.457 -2.119 -1.549  O1 1.021
7 H -1.365 0.543 -1.567  N13 1.081
8 H 0.322 -2.013 -2.360  O1 1.037
9 C -0.965 -0.241 1.703  H4 1.056, O11 1.237, C17 1.559
10 H -2.044 -0.673 -0.700  N13 0.999
11 O -2.173 -0.032 1.868  C9 1.237
12 H -2.180 1.001 -0.135  N13 1.065
13 N -1.606 0.215 -0.565  H7 1.081, H10 0.999, H12 1.065, C17 1.529
14 C 0.517 1.145 0.203  H3 1.205, H5 1.091, C16 1.611, C17 1.463
15 H 0.123 -1.018 0.118  C17 1.114
16 C 1.862 0.817 1.027  H2 0.972, C14 1.611, O18 1.186
17 C -0.356 -0.026 0.283  C9 1.559, N13 1.529, C14 1.463, H15 1.114
18 O 2.011 -0.351 1.167  C16 1.186

The value obtained for the HOMO energy is -14.53 eV. As for the total charge: +1. For the LUMO energy, the calculation gives -4.1105 eV.

***

The calculated energies rank the structures as follows, beginning with the most stable: arrangement two, arrangement one.

***

Arrangement one

This record from the OMol25 dataset describes a 2-piece molecular cluster, CH2Cl4OP2 overall. The level of theory is ωB97M-V/def2-TZVPD.

Bonds (Å) are listed after each position.
Positions of all 10 atoms, in Å:
1 Cl 0.823 -1.875 1.200  P4 2.001
2 Cl -3.155 1.351 -0.021  P7 1.983
3 Cl 3.155 -0.138 0.048  P4 2.013
4 P 1.211 -0.561 -0.259  Cl1 2.001, Cl3 2.013, O5 1.461, C10 1.771
5 O 1.007 -1.140 -1.585  P4 1.461
6 H 0.595 1.404 1.052  C10 1.075
7 P -2.032 -0.070 0.788  Cl2 1.983, Cl8 1.988
8 Cl -1.996 -1.430 -0.661  P7 1.988
9 H 0.080 1.545 -0.701  C10 1.076
10 C 0.314 0.913 0.138  P4 1.771, H6 1.075, H9 1.076

The value obtained for the HOMO energy (alpha / beta) is -9.36 / -9.36 eV. As for the total charge: 0. For the LUMO energy (alpha / beta), the calculation gives -1.3442 / -1.3442 eV.

***

Arrangement two

This record from the OMol25 dataset describes one molecule with the formula CH2Cl4OP2. The level of theory is ωB97M-V/def2-TZVPD.

Bonds (Å) are listed after each position.
Positions of all 10 atoms, in Å:
1 H 2.266 0.817 -0.639  C9 1.177
2 Cl -2.366 2.565 0.411  P6 2.017
3 P 0.561 -0.596 0.049  Cl4 2.007, Cl5 2.240, O8 1.645, C9 1.658
4 Cl 0.182 -1.942 1.488  P3 2.007
5 Cl -0.301 -1.583 -1.768  P3 2.240
6 P -1.868 0.892 -0.600  Cl2 2.017, O8 1.694, Cl10 1.933
7 H 2.986 -0.479 0.374  C9 1.070
8 O -0.449 0.679 0.300  P3 1.645, P6 1.694
9 C 2.071 0.060 0.240  H1 1.177, P3 1.658, H7 1.070
10 Cl -3.083 -0.414 0.145  P6 1.933

The value obtained for the HOMO energy is -9.10 eV. As for the total charge: 0. As for the SMILES: C=P(Cl)(Cl)OP(Cl)Cl. For the LUMO energy, the calculation gives -0.4315 eV.

***

The calculated energies rank the structures as follows, beginning with the most stable: arrangement one, arrangement two.